No. 1
15
Properties=species:S:1:pos:R:3:forces:R:3:lowdin_charge:R:1 method="wB97M-V/def2-TZVPD" e_lumo_ev=3.25 gap_ev=6.746 homo_ev=-3.5 total_charge=-1 e_tot_ha=-399.4921
O 1.571869 -1.090900 0.357953 -0.340 0.358 -0.002 -0.003
C 0.973045 -0.191526 0.967279 4.056 1.302 0.306 -0.678
N -0.174306 0.488330 0.592193 -0.063 -2.208 0.471 0.137
C -0.435444 0.205251 -0.815555 -0.325 -0.278 -3.159 -0.359
O -1.385035 0.981034 -1.440547 -0.149 0.932 1.413 -0.130
C 1.718261 0.433060 2.202042 -1.005 -0.363 -0.955 -0.007
H -0.181804 -0.642058 1.214603 -2.804 1.562 -0.395 0.228
H 0.474082 0.413787 -1.428639 0.493 -0.204 1.108 0.133
H -0.615731 -0.860087 -1.031313 -0.097 0.045 0.462 0.129
H 1.679195 -0.325565 2.961508 0.535 -0.270 0.531 0.057
H 1.261622 1.345497 2.591321 0.035 -0.101 -0.263 0.066
H 2.724156 0.603959 1.810369 -0.088 -0.056 0.426 0.077
H -1.937998 0.445548 -2.134751 -0.561 -1.089 -0.048 -0.015
H -2.893576 -1.372928 -2.826635 0.115 0.295 0.068 -0.138
O -2.778336 -0.433402 -3.019826 0.197 0.074 0.035 -0.495

=====

No. 2
133
Properties=species:S:1:pos:R:3:forces:R:3:lowdin_charge:R:1 method="wB97M-V/def2-TZVPD" e_lumo_ev=1.39 gap_ev=5.680 homo_ev=-4.3 total_charge=-1 e_tot_ha=-43904.9359
C -4.424160 -1.212511 -0.062983 0.212 -0.018 -0.608 -0.132
C -3.261861 -2.360911 -0.049772 -2.489 1.335 -0.136 -0.270
O -2.013228 -1.671568 -0.285018 0.503 -3.042 -0.742 0.014
B -1.033258 -2.496146 -0.942822 0.665 0.443 0.293 -0.443
O -1.295770 -3.501925 -1.944267 -0.622 0.269 2.179 0.084
C 0.555115 -2.244877 -0.564665 -1.007 -1.235 -0.624 -0.163
O 0.872004 -1.072481 -1.385879 -0.589 -1.491 2.455 -0.297
P 1.908372 0.030952 -0.470023 1.318 0.710 -2.921 0.568
C 2.426281 0.655871 -2.239575 0.783 -0.103 -1.436 -0.333
C 3.679047 -0.143800 -2.853497 0.215 0.539 -0.761 -0.272
C 3.341835 -1.629285 -3.354239 -0.294 -0.417 0.311 -0.228
C 2.188328 -1.711412 -4.463570 -0.210 -0.123 -0.080 -0.195
C 1.978565 -3.198123 -5.070829 0.962 0.163 0.579 -0.317
N 0.631112 -3.770060 -4.738174 0.609 -0.202 -0.750 -0.025
C 0.641328 1.466217 -0.468235 -1.098 0.848 0.734 -0.262
C 1.060763 2.715000 0.447639 -0.651 0.458 -1.937 -0.241
O 0.161850 2.802941 1.611672 4.935 0.510 2.202 -0.437
C 1.046608 3.020162 2.794181 -0.732 0.375 -0.602 -0.054
C 0.215243 2.767219 4.175238 -0.463 -0.180 -1.476 -0.362
F 0.967302 1.830974 4.941887 -1.804 2.203 -0.709 0.037
F -0.015021 3.981758 4.871228 0.675 -2.823 -0.830 0.048
F -1.052056 2.200261 3.932116 3.078 1.202 1.388 -0.001
O 1.399407 -0.667285 1.063417 -1.430 -0.720 0.517 -0.285
C 0.946121 -2.060637 0.991493 1.878 0.109 -0.525 -0.307
C -0.078030 -2.548459 2.129897 -0.360 0.701 0.995 -0.047
C -0.361471 -4.146066 2.081401 1.768 0.796 -1.985 -0.133
O -1.779833 -4.456473 2.222895 -0.188 -2.532 -0.867 -0.092
C -2.100680 -5.705203 1.630643 -1.317 0.068 -3.087 -0.215
O -2.648813 -5.821471 0.496447 2.037 0.945 4.435 0.012
B 2.336987 -2.830594 1.453338 1.031 0.386 -0.444 -0.477
O 3.141956 -2.206748 2.500297 -1.659 -1.762 -0.715 0.074
O 2.805003 -4.049734 0.850507 0.015 1.660 2.375 -0.026
C 3.798871 -4.729368 1.656224 0.858 -1.825 -0.421 -0.109
H -5.083405 -1.240763 0.867200 0.888 0.041 -1.266 0.053
H -5.083036 -1.317553 -1.008901 0.940 0.098 1.558 0.064
H -3.923109 -0.189542 -0.143786 -0.580 -1.419 0.314 0.049
H -3.337593 -2.890399 0.957152 0.685 0.706 -1.265 0.101
H -3.561951 -3.105345 -0.858606 0.877 0.884 0.961 0.085
H -1.712229 -4.298882 -1.534871 0.252 0.945 -0.585 0.087
H 1.112235 -3.195538 -0.921189 -0.487 1.557 0.199 0.142
H 2.954417 0.868887 0.069249 -0.300 0.215 0.838 0.008
H 3.006567 -0.914212 -0.685086 -0.465 -0.682 0.874 0.028
H 2.658482 1.780747 -2.262559 -0.185 -1.407 0.097 0.075
H 1.545528 0.488863 -2.959688 1.191 0.374 1.032 0.071
H 4.056682 0.463365 -3.768235 -0.478 -0.973 1.210 0.093
H 4.576885 -0.152731 -2.122665 -1.485 -0.140 -0.933 0.098
H 4.283193 -2.169852 -3.759422 -1.291 0.986 0.548 0.094
H 2.990946 -2.237741 -2.448735 0.460 0.787 -1.228 0.097
H 2.468615 -1.009633 -5.325283 -0.512 -0.757 1.164 0.101
H 1.176700 -1.403328 -3.998390 1.691 -0.346 -0.762 0.105
H 2.188256 -3.202737 -6.197585 -0.243 0.072 1.353 0.090
H 2.790825 -3.869807 -4.597494 -1.597 1.039 -0.678 0.008
H 0.694011 -4.797267 -4.659315 -0.033 0.820 -0.125 0.009
H -0.051713 -3.567144 -5.486372 0.583 -0.098 0.641 0.064
H -0.405713 1.142753 -0.124181 1.806 0.377 -0.725 0.013
H 0.541350 1.857682 -1.544180 0.055 -0.665 1.648 0.071
H 2.168766 2.743773 0.731414 -1.457 -0.371 -0.244 0.098
H 0.868906 3.667508 -0.181208 0.317 -1.217 1.048 0.113
H 1.939316 2.294315 2.777829 -1.519 1.072 0.026 0.107
H 1.409483 4.115306 2.706047 -0.425 -1.726 0.730 0.149
H -1.042935 -1.925854 2.162379 1.222 -1.117 -0.287 0.139
H 0.446866 -2.341020 3.142345 -0.900 -0.223 -1.461 0.119
H -0.053236 -4.488832 1.018007 -0.367 0.471 1.603 0.146
H 0.320839 -4.712594 2.801201 -1.240 0.669 -0.635 0.140
H -1.889739 -6.707526 2.168881 0.045 1.854 -0.113 0.164
H 2.562268 -1.805855 3.179348 0.420 0.136 -0.961 0.088
H 3.595131 -4.701955 2.782607 0.378 0.373 -1.637 0.096
H 4.876301 -4.407010 1.390319 -1.793 -0.148 0.648 0.109
H 3.749070 -5.848733 1.361050 -0.007 1.722 0.366 0.095
Br -2.229051 3.995880 -1.802464 -0.012 -0.077 -0.001 0.613
C -3.655338 3.582172 -0.538365 -0.095 0.272 -0.027 -0.672
C -3.161578 3.649729 0.885332 0.068 -0.612 0.020 -0.697
Br -2.108603 2.077183 1.350610 -3.214 -0.427 -0.680 0.937
H -4.048745 2.603174 -0.812213 0.138 0.097 0.102 0.044
H -4.421355 4.340021 -0.716788 0.086 -0.040 0.045 0.052
H -3.996708 3.645653 1.579363 0.010 0.018 -0.184 -0.032
H -2.530627 4.521962 1.083021 -0.396 -0.557 -0.250 -0.081
Br 4.916025 -4.957796 -5.614583 0.316 -0.243 0.009 0.685
C 5.069986 -6.827005 -5.089914 0.189 0.177 -0.287 -0.688
C 3.765821 -7.553873 -5.303430 -0.122 -0.211 0.246 -0.692
Br 2.479448 -7.109351 -3.907822 0.019 0.015 -0.118 0.642
H 5.408213 -6.840856 -4.053709 -0.161 -0.036 -0.128 0.052
H 5.852321 -7.242014 -5.727760 -0.124 -0.035 0.053 0.052
H 3.908415 -8.633114 -5.229009 0.047 0.106 0.001 0.052
H 3.293335 -7.320025 -6.257298 0.145 0.056 0.131 0.052
Br -2.004578 -9.899230 -1.442187 -0.121 0.042 -0.012 0.615
C -3.346160 -8.957911 -0.386711 0.351 -0.020 0.103 -0.712
C -4.049290 -9.892229 0.566265 -0.242 0.063 -0.014 -0.697
Br -5.359935 -10.997474 -0.362280 0.051 -0.027 0.063 0.592
H -4.021061 -8.472144 -1.091323 0.049 -0.104 0.135 0.051
H -2.791420 -8.195139 0.161931 -0.148 -0.053 -0.090 0.024
H -4.624208 -9.328609 1.302804 0.072 0.005 -0.077 0.051
H -3.371125 -10.570651 1.083481 -0.037 0.124 -0.143 0.051
Br 5.015325 3.163183 3.495527 -0.022 -0.075 -0.033 0.604
C 4.226801 1.456286 4.013843 -0.101 0.129 0.000 -0.698
C 4.977752 0.832970 5.163873 0.020 -0.230 -0.031 -0.692
Br 6.652497 0.032473 4.567217 0.005 0.083 0.097 0.592
H 4.207498 0.830473 3.120312 0.042 0.029 0.122 0.059
H 3.204020 1.693252 4.308034 0.186 -0.092 0.086 0.021
H 4.406431 0.008811 5.593613 -0.003 0.089 -0.102 0.056
H 5.228546 1.544222 5.950600 -0.060 -0.038 -0.175 0.048
Br -1.670551 6.599101 1.866875 0.009 0.507 0.271 0.693
C -2.956453 7.527834 3.011425 0.337 0.040 0.001 -0.670
C -3.632905 6.595346 3.987262 -0.124 0.038 0.027 -0.660
Br -5.015365 5.532620 3.120756 -0.087 0.150 0.185 0.684
H -3.657485 8.036008 2.349103 0.072 -0.109 0.124 0.040
H -2.362087 8.270984 3.545855 -0.094 -0.064 -0.035 0.021
H -4.158453 7.163285 4.756449 0.094 0.012 -0.099 0.055
H -2.945326 5.896470 4.464030 -0.034 0.102 -0.153 0.056
Br -0.274076 10.556238 2.999738 -0.024 -0.058 -0.013 0.618
C 0.187894 10.758937 1.115681 0.106 0.122 0.208 -0.754
C -0.936456 11.401377 0.343133 -0.072 -0.134 -0.213 -0.721
Br -2.370959 10.128811 -0.004494 -0.024 0.091 0.044 0.617
H 0.455185 9.769693 0.745818 -0.177 0.149 0.069 0.020
H 1.072980 11.396238 1.107477 -0.141 -0.042 -0.042 0.009
H -0.593413 11.718841 -0.642119 0.053 -0.059 0.143 0.009
H -1.382900 12.251755 0.858355 0.130 -0.139 -0.001 0.052
Br 1.689528 13.866231 -0.659344 0.108 -0.019 0.005 0.645
C 2.688809 13.087180 -2.140996 -0.096 0.227 -0.077 -0.678
C 1.952478 11.916975 -2.745287 0.167 -0.268 -0.031 -0.673
Br 2.109052 10.326978 -1.628116 -0.013 0.107 -0.176 0.700
H 3.673972 12.824041 -1.756002 -0.188 -0.056 -0.061 0.054
H 2.791387 13.893725 -2.868818 -0.039 -0.115 0.041 0.057
H 2.396539 11.636577 -3.701499 -0.014 0.086 0.094 0.059
H 0.887693 12.103101 -2.885515 0.168 0.062 0.046 0.053
Br -6.219495 -3.943506 0.075889 -0.090 -0.292 0.168 0.749
C -5.990734 -5.811508 0.581247 0.020 0.189 -0.320 -0.694
C -7.273103 -6.587946 0.410404 -0.002 -0.214 0.200 -0.695
Br -8.527860 -6.211065 1.854635 -0.014 0.007 -0.097 0.595
H -5.614440 -5.819862 1.604260 -0.128 -0.043 -0.125 0.053
H -5.218125 -6.193509 -0.088103 -0.072 0.011 0.074 0.039
H -7.084080 -7.661024 0.471605 0.016 0.079 -0.014 0.044
H -7.788793 -6.367516 -0.523927 0.140 0.047 0.135 0.053

=====

No. 3
74
Properties=species:S:1:pos:R:3:forces:R:3:lowdin_spin:R:1 method="wB97M-V/def2-TZVPD" s_squared=3.7898 e_lumo_ev="-0.55 / -1.40" gap_ev="6.991 / 6.264" homo_ev="-7.5 / -7.7" multiplicity=4 e_tot_ha=-2474.2233
Tc 0.901639 0.396656 -0.321754 0.501 0.129 0.296 2.514
N 4.631315 -1.721886 -2.357706 0.057 -0.248 0.098 0.006
C 3.697052 -0.922012 -1.761613 -0.261 0.702 -0.055 0.011
S 2.564494 -0.142781 -2.786205 0.790 1.158 -0.258 0.159
N 3.748316 -0.889309 -0.464142 0.750 -0.860 0.203 0.003
N 2.848471 -0.175679 0.279573 -0.167 0.522 -0.022 -0.008
C 3.274673 0.016952 1.493271 0.158 -0.056 -0.399 0.024
C 2.686069 0.794014 2.534675 -0.545 0.411 0.109 0.014
C 3.236877 0.739731 3.826371 0.074 -0.088 -0.143 0.003
C 2.754619 1.524842 4.843199 -0.001 0.059 0.171 0.012
C 1.734639 2.446226 4.577913 0.082 -0.142 -0.032 0.006
C 1.187755 2.539995 3.321078 -0.090 -0.004 -0.266 0.008
C 1.621243 1.693973 2.281484 0.383 -0.319 0.577 0.011
O 1.043839 1.760368 1.113972 -0.161 -0.099 -0.606 0.078
H 4.808317 -1.577717 -3.334174 -0.008 0.041 -0.033 0.003
H 5.388786 -2.045258 -1.777421 0.003 0.046 -0.026 0.001
H 4.233096 -0.441977 1.716480 0.018 -0.041 -0.069 0.000
H 4.061461 0.060343 4.008813 -0.028 -0.042 0.005 0.000
H 3.163337 1.440856 5.840896 0.050 0.029 -0.024 0.001
H 1.369950 3.088468 5.369375 -0.007 0.001 0.000 0.000
H 0.396629 3.245645 3.101981 -0.012 -0.018 -0.010 0.000
O 1.811961 2.269379 -1.366133 -0.289 0.101 0.048 0.019
C 1.222401 3.200073 -1.893341 0.206 0.140 -0.062 -0.001
C -0.207560 3.389024 -1.996962 -0.304 -0.425 0.282 0.008
C -0.660345 4.527072 -2.659498 -0.041 0.227 -0.131 -0.002
C -2.005005 4.780986 -2.797610 0.250 -0.568 0.332 0.008
C -2.943066 3.883236 -2.270794 -0.014 0.281 -0.176 -0.001
C -2.521475 2.762271 -1.614005 0.171 -0.314 0.179 0.007
C -1.142804 2.462883 -1.442828 -0.063 0.658 -0.468 0.003
O -0.816562 1.373330 -0.834223 0.280 -0.605 0.303 0.080
N -2.443263 5.972161 -3.491633 -0.169 0.428 -0.257 0.001
O -3.643042 6.153543 -3.606672 0.107 -0.077 0.046 0.002
O -1.592250 6.730202 -3.924221 -0.060 -0.127 0.071 0.002
H 1.820616 4.001591 -2.356483 0.053 -0.041 0.052 0.000
H 0.051398 5.225189 -3.080682 0.019 0.010 0.013 0.000
H -3.995635 4.091997 -2.398304 -0.005 0.003 0.017 0.000
H -3.238531 2.060095 -1.207846 -0.002 0.034 0.027 0.001
N -2.785231 -4.347095 -4.353680 -0.041 0.020 0.014 0.000
C -1.532293 -4.463840 -3.849034 -0.157 -0.139 -0.069 0.001
O -0.865441 -5.468369 -3.983242 0.032 0.051 0.002 0.001
C -0.996221 -3.271244 -3.106901 0.250 0.354 0.176 0.005
C 0.356802 -3.258730 -2.801421 -0.222 -0.183 -0.165 0.000
C 0.906475 -2.186961 -2.132223 0.030 -0.359 0.213 0.008
N 0.190031 -1.131899 -1.712212 -1.046 -0.773 -0.069 0.012
C -1.117008 -1.145993 -2.018225 -0.053 0.103 0.138 0.005
C -1.740010 -2.169296 -2.701529 0.031 -0.266 -0.205 0.000
H -3.154979 -5.117900 -4.882265 0.015 -0.030 0.023 0.000
H -3.332837 -3.512329 -4.271716 0.031 0.025 -0.037 0.000
H 0.971005 -4.094229 -3.104541 0.050 0.018 0.048 0.000
H 1.965806 -2.169593 -1.935453 -0.433 -0.390 0.225 0.000
H -1.697070 -0.298048 -1.694383 0.054 -0.005 0.079 0.000
H -2.803713 -2.086697 -2.874894 -0.011 0.034 0.001 0.000
C -2.941378 -0.614044 0.957833 0.077 -0.010 0.139 0.000
N -2.625010 -0.225889 2.315016 -0.108 0.191 -0.015 0.002
C -3.071464 -1.196532 3.290950 0.062 0.042 -0.114 0.000
C -1.253431 0.253347 2.482162 0.009 -0.179 -0.024 0.002
C -0.209006 -0.844102 2.339247 -0.165 0.331 -0.188 0.019
C 0.028140 -1.658865 3.446050 -0.004 -0.105 0.084 -0.006
C 0.795211 -2.805466 3.357075 0.023 0.042 -0.090 0.024
C 1.292015 -3.179777 2.115388 -0.084 -0.013 0.135 -0.004
C 1.113745 -2.342019 1.029555 -0.014 -0.002 -0.266 0.016
C 0.428669 -1.124164 1.118560 -0.074 0.289 0.062 -0.058
H -4.013970 -0.802980 0.882245 -0.001 -0.026 -0.033 0.000
H -2.403018 -1.519513 0.628755 -0.033 -0.010 -0.027 0.000
H -2.676616 0.206013 0.289189 -0.024 -0.059 -0.016 0.000
H -4.154451 -1.304824 3.208744 -0.001 -0.025 0.022 0.000
H -2.837114 -0.836516 4.293658 -0.021 -0.029 0.026 0.000
H -2.614907 -2.189478 3.160968 -0.012 -0.019 0.045 0.000
H -1.181355 0.705635 3.474109 0.029 0.033 -0.011 0.000
H -1.096548 1.024081 1.729806 0.018 0.084 0.093 0.001
H -0.397560 -1.377913 4.402583 -0.043 0.027 -0.012 -0.001
H 1.000563 -3.404071 4.235095 -0.070 -0.023 0.005 0.001
H 1.837193 -4.108397 2.004502 0.049 0.031 -0.052 -0.001
H 1.565559 -2.646786 0.095396 0.128 0.059 0.068 0.001